Record 1
DFT (ωB97M-V/def2-TZVPD) results for a structure of composition C41H34Cl2GeN4SW.

LUMO energy (alpha / beta), eV: -8.5419 / -8.6805
Gap between HOMO and LUMO (alpha / beta), Ha: 0.234 / 0.235

ORCA input file:
```
! wB97M-V def2-TZVPD RIJCOSX def2/J DEFGRID3
* xyz 3 4
W -1.9797 0.8465 0.5570
N -3.8818 -2.8470 -0.3479
C -4.4824 -2.9469 -1.7710
C -4.9736 -4.1198 -2.2354
C -5.4920 -4.1596 -3.5300
C -5.5531 -2.9980 -4.2574
C -5.0814 -1.7876 -3.7700
C -4.5548 -1.7552 -2.5036
S -3.9655 -0.2083 -1.8236
N -3.0696 -0.6660 -0.4356
C -3.1992 -1.8307 0.1701
C -2.6261 -1.9843 1.5245
C -2.6125 -3.1302 2.2644
C -1.9013 -3.1499 3.4645
C -1.2059 -2.0488 3.8473
C -1.3129 -0.9086 3.0560
N -1.9999 -0.8611 1.9561
H -3.7620 -3.7519 0.1022
H -5.0095 -4.9700 -1.5663
H -5.8179 -5.1606 -3.8990
H -6.0111 -2.9360 -5.2577
H -5.1129 -0.8693 -4.3844
H -3.0847 -4.0440 1.9755
H -1.9006 -4.0810 4.0247
H -0.6154 -2.0637 4.7542
H -0.6629 -0.0678 3.2065
C -3.0753 4.0001 -2.4317
C -2.4542 3.4723 -3.5767
C -1.5172 2.5136 -3.3915
C -1.2522 2.1000 -2.0691
N -1.9847 2.4355 -1.0127
C -2.8852 3.4180 -1.2067
C -0.2229 1.0730 -1.8436
C 0.6249 0.6247 -2.8225
C 1.2435 -0.6302 -2.7442
C 1.0911 -1.3753 -1.6102
C 0.3807 -0.8777 -0.5651
C -0.3307 0.3246 -0.6357
H -3.7952 4.8022 -2.4749
H -2.8071 3.7868 -4.5820
H -1.0213 2.0591 -4.2130
H -3.4636 3.8047 -0.3552
H 0.8711 1.2535 -3.7320
H 1.7723 -0.9973 -3.5536
H 1.5067 -2.3578 -1.5636
H 0.2744 -1.5071 0.2916
Cl -0.9630 2.5176 2.2891
C -2.3950 2.4813 3.3982
Cl -3.7308 1.6571 2.5592
H -2.6464 3.5367 3.6149
H -2.0975 1.9625 4.3067
C 2.5335 3.2951 -1.0182
Ge 3.0857 1.9606 0.3269
C 3.0857 2.5984 2.1296
C 3.7510 3.8020 2.3071
C 3.9811 4.2521 3.5905
C 3.4788 3.6507 4.6941
C 2.9384 2.3440 4.5475
C 2.7164 1.8876 3.2824
C 3.8549 0.3543 -0.3871
C 4.1096 0.4416 -1.7053
C 4.4837 -0.7493 -2.4959
C 4.6688 -1.9211 -1.8329
C 4.3541 -2.0304 -0.4703
C 4.4087 -3.3331 0.1844
C 3.9088 -3.4637 1.4142
C 3.3731 -2.3377 2.1477
C 3.3869 -1.1393 1.5412
C 3.9202 -0.8903 0.2738
H 3.0361 4.2531 -0.8455
H 1.4830 3.4471 -0.8461
H 2.7338 3.0725 -2.0458
H 4.1290 4.3865 1.4841
H 4.5521 5.1103 3.6792
H 3.4268 4.1164 5.6697
H 2.5378 1.7548 5.3958
H 2.2248 0.9297 3.1643
H 4.0759 1.3976 -2.2233
H 4.7252 -0.6826 -3.5356
H 5.1057 -2.7503 -2.2730
H 4.9233 -4.1538 -0.3593
H 3.8501 -4.4427 1.8662
H 2.8971 -2.5024 3.1191
H 3.0060 -0.2358 2.0237
*
```


Record 2
DFT (ωB97M-V/def2-TZVPD) results for a cluster of 12 separate species, C46H72O36 in total.

SMILES string: C[C@H]1COC(=O)O1.C[C@H]1COC(=O)O1.C[C@H]1COC(=O)O1.C[C@H]1COC(=O)O1.C[C@H]1COC(=O)O1.C[C@H]1COC(=O)O1.C[C@H]1COC(=O)O1.C[C@H]1COC(=O)O1.C[C@H]1COC(=O)O1.C[C@H]1COC(=O)O1.COC(=O)OC.COC(=O)OC
LUMO energy, eV: -0.9326
Gap between HOMO and LUMO, Ha: 0.352

ORCA input file:
```
! wB97M-V def2-TZVPD RIJCOSX def2/J DEFGRID3
* xyz 0 1
C -3.1259 2.2935 1.5041
C -3.0508 1.4254 2.7961
C -3.3574 2.1993 4.0716
O -4.6197 1.7737 4.3415
C -4.9670 0.6818 3.6381
O -6.0287 0.1349 3.7395
O -4.1029 0.4254 2.7440
H -2.4064 3.1075 1.5915
H -4.1434 2.6824 1.4658
H -2.9524 1.6903 0.6130
H -2.0435 1.0091 2.7940
H -3.3731 3.2862 3.9902
H -2.7613 1.9543 4.9507
C 5.4038 1.0056 1.9886
C 6.1193 0.9804 0.6871
C 5.3584 0.7480 -0.5397
O 5.4225 1.9691 -1.2301
C 6.3444 2.7560 -0.6075
O 6.6855 3.8386 -1.0096
O 6.8461 2.1796 0.5027
H 6.0531 1.3447 2.7957
H 5.1729 -0.0363 2.2102
H 4.4402 1.5150 2.0002
H 6.7065 0.0755 0.8431
H 4.3394 0.5789 -0.1917
H 5.8702 0.0468 -1.1988
C 3.3616 -2.8897 -3.1885
C 3.6919 -4.3634 -2.9520
C 2.7294 -5.0324 -1.9190
O 2.2214 -6.1356 -2.7940
C 2.6897 -6.1783 -3.9542
O 2.5401 -6.9840 -4.9193
O 3.4470 -5.0348 -4.1491
H 2.3694 -2.7900 -3.6287
H 3.9717 -2.3863 -3.9385
H 3.3995 -2.1488 -2.3899
H 4.7013 -4.5410 -2.5811
H 1.9816 -4.2667 -1.7128
H 3.0964 -5.3807 -0.9536
C 3.5921 6.0420 -0.6194
C 3.8355 5.2082 -1.8680
C 2.7945 4.1003 -2.1170
O 2.5678 4.2198 -3.5098
C 3.0927 5.3149 -4.0059
O 3.0575 5.6756 -5.1734
O 3.7405 5.9463 -3.0528
H 4.3684 6.7910 -0.4628
H 3.6830 5.2680 0.1427
H 2.5565 6.3660 -0.7222
H 4.8816 4.9055 -1.8213
H 1.9311 4.3102 -1.4856
H 3.0568 3.0906 -1.8010
C 4.0575 -3.9471 5.4901
C 3.3708 -3.7167 4.0934
C 2.4674 -4.7850 3.5810
O 1.4267 -4.0848 2.9947
C 1.4641 -2.8209 3.3526
O 0.5202 -2.0616 3.1770
O 2.5546 -2.5095 4.0186
H 3.3841 -4.4472 6.1861
H 4.2945 -3.0159 6.0046
H 4.9749 -4.5244 5.3753
H 4.2035 -3.5697 3.4056
H 2.1260 -5.4614 4.3646
H 3.0917 -5.3188 2.8644
C -2.5409 -6.3473 3.0712
C -1.7028 -5.1277 3.4286
C -2.4306 -3.7817 3.0089
O -2.3288 -3.0483 4.1610
C -1.7580 -3.7463 5.1987
O -1.5105 -3.2278 6.3137
O -1.5707 -5.0155 4.7686
H -3.5576 -6.3702 3.4636
H -2.1232 -7.2642 3.4871
H -2.4903 -6.3494 1.9824
H -0.7035 -5.1884 2.9975
H -3.4687 -3.9283 2.7107
H -1.8361 -3.3100 2.2264
C -0.7316 -1.5490 -0.6923
C 0.0287 -0.5458 0.2373
C 1.4406 -0.1000 -0.1899
O 1.4535 1.3354 -0.0137
C 0.2377 1.7271 0.2421
O -0.1053 2.8720 0.4107
O -0.6221 0.6731 0.2635
H -1.7024 -1.6501 -0.2071
H -0.1807 -2.4894 -0.7050
H -0.9273 -1.1811 -1.6995
H -0.0745 -0.8759 1.2710
H 1.6864 -0.3931 -1.2106
H 2.0827 -0.6922 0.4621
C -0.4081 6.4970 1.1079
C -1.3531 6.6471 -0.0113
C -0.7259 6.6814 -1.4871
O -1.4022 5.6952 -2.1592
C -2.2299 5.0101 -1.3225
O -3.0195 4.0118 -1.5217
O -2.3011 5.6421 -0.1393
H 0.1420 7.3994 1.3746
H 0.2277 5.6123 1.1430
H -1.1106 6.2659 1.9087
H -1.8406 7.6205 0.0434
H 0.3383 6.5892 -1.2698
H -0.8381 7.6618 -1.9501
C -1.0003 3.0703 -5.6697
C 0.0642 2.3801 -4.7706
C -0.4544 2.0808 -3.3536
O -0.1587 0.7272 -3.1235
C 0.1998 0.1493 -4.3130
O 0.3225 -1.0896 -4.5000
O 0.3577 1.0814 -5.2523
H -1.1982 4.0403 -5.2137
H -1.9556 2.5454 -5.6724
H -0.5645 3.1912 -6.6615
H 0.9788 2.9677 -4.8501
H -1.5077 2.3498 -3.2750
H 0.1626 2.4707 -2.5440
C -5.4012 -2.0099 0.9426
C -6.0173 -3.2471 0.2411
C -5.4112 -3.4833 -1.1298
O -5.0957 -4.8877 -1.2938
C -5.1760 -5.4296 -0.0060
O -5.0081 -6.5907 0.4023
O -5.6019 -4.4493 0.8590
H -5.8533 -1.9257 1.9309
H -5.9153 -1.2141 0.4036
H -4.3477 -1.7429 0.8589
H -7.1047 -3.2695 0.3132
H -4.4333 -3.0272 -1.2836
H -5.9968 -3.1334 -1.9799
C -6.2142 -2.5505 -6.9040
O -5.0064 -2.6050 -6.1691
C -3.8746 -3.0596 -6.6201
O -3.7061 -3.6320 -7.6593
O -2.8923 -2.7210 -5.8149
C -2.9463 -2.0179 -4.5221
H -6.9216 -2.5058 -6.0759
H -6.3163 -3.4504 -7.5105
H -6.2942 -1.6521 -7.5160
H -3.9856 -1.8306 -4.2519
H -2.4360 -1.0617 -4.6380
H -2.4526 -2.4985 -3.6775
C 1.1010 4.8335 3.4696
O 1.9548 3.9551 4.1060
C 1.4793 2.8502 4.7035
O 0.3410 2.4457 4.7696
O 2.6171 2.0894 5.1752
C 2.4728 0.8443 5.8125
H 1.7236 5.6458 3.0947
H 0.3223 5.2493 4.1091
H 0.7165 4.3204 2.5881
H 1.6705 0.6963 6.5354
H 3.3357 0.6401 6.4464
H 2.2602 0.1923 4.9653
*
```


Electronic energy / Ha: -5263.4108; -4504.5953
Relative energy (zero: lowest compared OMol25 entry of this formula, charge and spin) / kcal/mol: 15.43; 108.06